Record 1
Entry from OMol25: a structure of composition C34H34BiN2O5 (ωB97M-V/def2-TZVPD).

```
76
Properties=species:S:1:pos:R:3:forces:R:3
Bi -0.246522 0.158261 -0.379965 0.0 0.3 -0.4
O -0.321767 2.355667 -0.170528 0.2 -0.4 0.0
C 0.158577 3.066683 0.830593 -0.2 0.2 0.1
C -0.320467 4.395303 0.910024 0.0 0.0 0.0
C 0.013314 5.249243 1.935573 0.0 -0.1 0.0
C 0.844089 4.813293 2.965255 0.0 0.1 0.1
C 1.338436 3.529015 2.905635 0.0 0.0 0.0
C 1.061162 2.649249 1.849187 -0.1 0.1 0.0
C 1.819461 1.395959 1.897394 0.3 -0.2 0.0
N 2.128385 0.689003 0.890862 -0.2 0.1 0.0
C 2.932691 -0.496874 1.076614 0.1 -0.1 0.1
C 2.155531 -1.779211 0.713748 0.2 0.0 0.1
N 1.633102 -1.608811 -0.614543 0.0 -0.1 -0.1
C 2.155901 -2.091987 -1.659587 0.1 0.0 0.2
C 1.781540 -1.622244 -2.980338 -0.1 0.1 -0.2
C 2.032797 -2.435854 -4.090283 -0.1 0.0 0.1
C 1.741601 -2.027762 -5.372788 0.0 -0.1 -0.1
C 1.213846 -0.747501 -5.561275 0.0 0.0 0.0
C 0.991107 0.089152 -4.492249 0.0 0.0 0.0
C 1.254510 -0.303663 -3.154915 0.1 0.0 -0.1
O 1.055327 0.553065 -2.196179 -0.1 -0.2 0.1
H -0.991773 4.710296 0.120731 0.0 0.0 0.0
H -0.386116 6.256973 1.947711 0.0 0.0 0.0
H 1.093959 5.462159 3.794683 0.0 0.0 0.0
H 1.987471 3.174235 3.699325 0.0 0.0 0.0
H 2.190171 1.122891 2.894999 0.0 0.0 0.0
H 3.308312 -0.592872 2.106327 0.0 0.0 0.0
H 3.785536 -0.419227 0.394643 0.0 0.0 0.0
H 1.319706 -1.871345 1.411962 0.0 -0.1 0.0
H 2.827916 -2.644098 0.807885 0.0 0.0 0.0
H 2.951673 -2.851725 -1.604984 0.0 0.0 0.1
H 2.451789 -3.422596 -3.916640 0.0 0.0 0.0
H 1.928891 -2.678766 -6.217098 0.0 0.0 0.0
H 0.981890 -0.407647 -6.564363 0.0 0.0 0.0
H 0.593578 1.085907 -4.639874 0.0 0.0 0.0
O -2.381461 -1.034978 0.848784 -0.2 0.3 0.0
C -2.761952 -0.877537 2.230746 0.7 -0.5 0.3
C -1.409320 -0.780810 3.103563 -0.6 0.5 -0.4
O -1.609437 -0.734594 4.317335 0.2 -0.2 0.0
O -0.359718 -0.695170 2.431030 0.2 -0.1 0.1
C -3.515164 0.401900 2.457374 -0.1 0.3 -0.1
C -4.259422 0.586043 3.622585 0.0 0.0 0.0
C -4.899124 1.789114 3.868105 0.0 0.0 0.0
C -4.807777 2.834984 2.958829 0.0 0.0 -0.1
C -4.058024 2.667658 1.805737 -0.1 0.1 0.0
C -3.415397 1.463622 1.557981 0.0 -0.2 0.1
C -3.519727 -2.147907 2.590921 -0.2 0.1 -0.1
C -2.824976 -3.282169 3.000414 0.0 0.0 0.0
C -3.483491 -4.490548 3.163641 0.0 0.0 0.0
C -4.846592 -4.583629 2.917179 0.0 0.0 0.0
C -5.548463 -3.458738 2.513046 0.0 0.0 0.0
C -4.888026 -2.248571 2.351792 0.1 0.0 0.0
H -3.166038 -0.898905 0.298998 0.0 -0.1 0.1
H -4.310809 -0.216574 4.346139 0.0 0.0 0.0
H -5.466371 1.918750 4.782065 0.0 0.0 0.0
H -5.305459 3.777124 3.152881 0.0 0.0 0.0
H -3.959678 3.480164 1.096166 0.0 0.0 0.0
H -2.808391 1.362579 0.667231 0.0 0.1 0.0
H -1.762365 -3.206627 3.194391 0.0 0.0 0.0
H -2.931873 -5.366850 3.482315 0.0 0.0 0.0
H -5.358864 -5.530375 3.040992 0.0 0.0 0.0
H -6.611888 -3.526724 2.315887 0.0 0.0 0.0
H -5.441040 -1.369162 2.042069 0.0 0.0 0.0
C -1.782395 -2.342939 -2.214168 -0.1 0.2 0.0
C -2.644349 -1.084606 -2.350470 0.0 0.0 -0.2
C -3.247232 -1.038000 -3.759570 0.0 0.0 0.1
C -1.875373 0.211278 -2.052275 -0.2 -0.1 0.1
H -2.351915 -3.236243 -2.482860 0.0 0.0 0.0
H -1.426986 -2.466442 -1.188194 0.0 -0.1 0.0
H -0.917740 -2.279058 -2.878895 0.0 0.0 0.0
H -3.487786 -1.177568 -1.653166 0.0 0.0 0.0
H -2.444347 -1.012007 -4.501070 0.0 0.0 0.0
H -3.861939 -0.144807 -3.887709 0.0 0.0 0.0
H -3.867077 -1.918265 -3.955978 0.0 0.0 0.0
H -2.569386 1.024687 -1.814604 0.0 0.0 0.0
H -1.320635 0.516880 -2.940245 0.0 0.0 0.0
```
Forces are in eV/Å.

Multiplicity = 1
Highest occupied orbital energy = -4.73 eV
Total charge = -1
ΔE to the lowest compared entry with this formula, charge and spin = 22.17 kcal per mole

Here are the Löwdin charges for atoms 1 to 4, given in e:
1 Bi 1.968
2 O -0.290
3 C -0.350
4 C -0.032



Record 2
Entry from OMol25: the molecule C2H7N2P at a distorted geometry (ωB97M-V/def2-TZVPD).

```
12
Properties=species:S:1:pos:R:3:forces:R:3
C 0.832560 0.117235 -0.322849 0.4 -0.6 -3.4
C -0.034320 -0.946455 0.255809 -1.0 0.2 0.6
N 0.342049 1.380913 0.208258 -0.3 -0.6 -2.2
N -1.065666 1.327922 -0.112537 2.4 1.8 0.7
P -1.761302 -0.280224 0.020358 -1.1 -2.3 -0.8
H 1.799237 -0.146352 0.005789 1.6 0.6 0.3
H 0.865298 0.166421 -1.479375 -0.3 -0.1 1.8
H -0.026636 -1.976295 -0.148772 0.5 0.7 0.5
H 0.207218 -0.802536 1.333396 -0.3 -1.2 -0.3
H 0.389620 1.153219 1.156786 0.2 0.7 2.6
H -1.411187 2.046213 0.489067 -1.3 0.7 -0.1
H -1.820010 -0.380187 -1.423317 -0.8 0.2 0.3
```
Forces are in eV/Å.

Multiplicity = 3
Highest occupied orbital energy (spin up / spin down) = -4.07 / -9.59 eV
<S²> = 2.007
ΔE to the lowest compared entry with this formula, charge and spin = 55.77 kcal per mole

Here are the Löwdin charges for atoms 1 to 4, given in e:
1 C -0.347
2 C -0.434
3 N -0.074
4 N -0.254



Record 3
Entry from OMol25: a structure of composition C42H55CaClNO2P2S2Si at a distorted geometry (ωB97M-V/def2-TZVPD).

```
107
Properties=species:S:1:pos:R:3:forces:R:3
Ca -0.518865 -0.769587 0.515918 -0.1 0.5 0.1
C 6.811138 0.523154 0.484284 0.1 -0.9 1.4
C 5.960511 -0.301909 1.310689 0.6 0.0 -0.9
C 4.574907 -0.159919 1.257629 1.3 1.4 -0.2
C 3.982052 0.835670 0.444429 0.7 -0.8 0.0
C 4.823405 1.561775 -0.385505 0.0 0.2 0.0
C 6.219708 1.429825 -0.340236 -0.6 0.7 -0.6
P 2.168636 0.986078 0.502974 -0.5 -0.3 -0.6
C 1.910108 1.983491 -1.045621 0.3 -0.4 0.6
C 2.136264 1.297932 -2.260623 -0.3 2.0 0.6
C 2.045366 2.017879 -3.441844 0.5 -1.2 0.6
C 1.715648 3.360528 -3.460413 0.0 -0.1 -1.0
C 1.456474 4.008051 -2.291402 -0.2 -0.9 1.7
C 1.558729 3.318276 -1.065260 -0.1 0.0 -0.9
C 1.962724 1.943754 2.063769 1.1 0.2 -0.7
C 2.834480 2.976142 2.374858 -1.6 -0.7 -0.3
C 2.782868 3.632029 3.613106 1.9 0.7 -1.3
C 2.030995 3.142766 4.590474 -1.4 -1.5 2.6
C 1.142590 1.999264 4.346973 0.9 1.0 -1.4
C 0.254214 1.537392 5.314182 1.2 1.3 2.1
C -0.687609 0.607672 5.051227 0.2 0.4 -0.8
C -0.737801 0.033295 3.769511 0.6 -0.6 0.3
C 0.182712 0.309319 2.783745 -0.4 0.0 -1.4
C 1.076085 1.393373 3.023696 -0.1 0.6 1.8
H 7.920939 0.584742 0.521415 -0.9 -0.7 0.2
H 6.336318 -1.132376 1.931540 0.1 0.8 -0.2
H 4.018499 -0.664552 2.006298 -0.8 -0.7 0.2
H 4.392704 2.278351 -1.066907 0.0 0.2 -0.1
H 6.842753 2.093773 -0.953925 -0.3 -0.3 0.2
H 2.452628 0.286058 -2.265475 0.1 -0.9 0.0
H 2.316884 1.436372 -4.301204 -0.2 0.3 -0.8
H 1.635319 3.858145 -4.418032 0.0 0.1 0.0
H 1.094099 4.996938 -2.238542 -0.2 1.1 -0.3
H 1.268801 3.805050 -0.151941 0.3 0.2 0.2
H 3.541001 3.284009 1.650998 0.6 0.4 -0.7
H 3.508112 4.443830 3.745223 -0.4 -0.2 0.3
H 2.199642 3.536482 5.643177 -0.8 -0.5 -1.3
H 0.435189 1.993828 6.326881 -0.7 -0.5 -0.9
H -1.402167 0.415110 5.791515 -1.0 -0.7 1.0
H -1.433152 -0.785647 3.629419 -0.4 0.0 -0.1
C -2.917450 -1.771301 -3.193480 0.8 1.4 -2.1
C -4.275961 -1.153432 -3.064931 -0.2 -1.3 0.2
C -4.967141 -1.187569 -4.442116 0.9 0.7 0.2
O -4.093528 0.172193 -2.559866 -0.5 0.4 0.0
P -3.210442 0.487385 -1.219449 -0.8 0.2 0.1
S -3.541360 -0.821848 0.262537 0.7 0.1 -0.6
S -1.369357 0.929340 -1.828844 0.0 -0.1 0.5
O -4.022130 1.742240 -0.666042 0.3 -0.1 0.3
C -4.287951 3.059616 -1.118643 -1.1 -0.1 -1.1
C -5.707334 2.980848 -1.831460 2.5 2.0 0.1
C -4.384657 3.937322 0.119743 1.4 -1.0 -0.1
H -2.979520 -2.716399 -3.653675 -0.2 -1.5 -0.4
H -2.349702 -1.868813 -2.284989 0.3 0.2 0.2
H -2.389127 -1.134052 -4.021519 -0.4 -0.9 1.8
H -4.956716 -1.685356 -2.359320 0.7 0.2 -0.2
H -4.404304 -0.570358 -5.150532 -0.3 0.2 0.1
H -5.965106 -0.861821 -4.319558 -1.1 0.8 -0.1
H -5.060046 -2.150701 -4.937516 0.4 -0.5 0.6
H -3.462290 3.380761 -1.843443 -1.1 -0.2 1.0
H -6.303903 2.381706 -1.210292 -0.9 -1.1 0.6
H -5.488679 2.544299 -2.797912 -0.7 0.0 -0.3
H -6.152909 4.008139 -1.824295 0.4 -0.8 -0.6
H -5.153977 3.597045 0.831656 -0.1 0.5 -0.6
H -4.385201 4.954283 -0.231036 -0.6 0.6 0.3
H -3.442943 3.780182 0.641052 -0.1 0.3 0.2
Cl -1.626124 4.764329 4.856433 0.3 0.2 -0.2
C -1.246035 4.438582 3.175368 -1.1 -1.3 0.3
C -0.665080 5.394222 2.335418 -1.6 -1.2 0.7
C -0.721270 5.033678 1.022667 0.7 -0.5 -0.9
C -1.084570 3.787255 0.543189 -0.2 0.3 1.0
N -1.453967 2.834619 1.397181 -1.1 -0.3 0.3
C -1.692169 3.147097 2.690116 2.8 2.8 -1.9
H -0.405992 6.417384 2.550604 0.2 -0.1 0.7
H -0.330848 5.716188 0.335535 0.4 1.1 -1.2
H -1.115324 3.634080 -0.542763 0.1 -0.5 0.6
H -2.025077 2.371316 3.320399 -0.4 -0.6 0.8
C 0.024915 -3.694355 -2.526239 -0.3 0.0 -0.3
Si 0.174521 -3.526234 -0.623833 -0.2 0.4 0.2
C -0.995435 -4.966280 0.040966 -2.1 -0.3 -0.3
C -1.097867 -5.047512 1.583404 1.7 0.0 0.2
C -2.511042 -4.587482 -0.387771 1.0 0.7 3.8
C -0.630510 -6.306916 -0.568555 -0.9 -0.5 -0.5
C 2.108440 -3.846886 -0.397237 -0.6 0.0 0.3
C 2.454776 -3.593471 1.019949 -0.7 1.1 2.7
C 2.861605 -2.797094 -1.198548 -1.9 0.6 0.1
C 2.715117 -5.197385 -0.691200 0.4 2.4 -2.9
H 0.797957 -4.365867 -2.938883 -0.3 0.2 0.0
H 0.155224 -2.688553 -2.949466 0.1 -0.3 -0.1
H -0.973322 -4.037551 -2.857022 0.4 0.0 0.1
H -1.484628 -4.054352 1.919398 0.4 -0.8 0.2
H -0.061438 -5.282110 2.027455 -1.4 0.7 -0.4
H -1.741819 -5.871367 1.960396 0.0 0.5 -0.4
H -2.665775 -3.590451 0.106666 -0.1 -0.6 -0.8
H -3.346300 -5.195954 0.053285 1.0 -0.2 -0.2
H -2.690706 -4.515121 -1.394216 -0.2 0.3 -2.6
H 0.387895 -6.522780 -0.332863 0.8 -0.3 -0.3
H -0.826561 -6.352902 -1.678937 0.4 0.1 1.1
H -1.198909 -7.133199 -0.105703 -0.2 0.2 -0.2
H 2.023148 -2.727547 1.576545 -0.1 0.1 -1.0
H 3.501560 -3.438104 1.135211 1.3 0.0 0.1
H 2.185898 -4.356542 1.742040 -0.1 -0.8 -0.2
H 2.436947 -1.822197 -0.910932 0.4 0.1 0.0
H 2.647689 -2.899170 -2.245799 0.2 -0.1 -0.8
H 3.905877 -2.831017 -1.000299 1.1 0.0 0.1
H 2.265701 -5.929721 -0.165466 -1.6 -2.7 1.5
H 3.734109 -5.168893 -0.392797 1.3 -0.1 0.1
H 2.668189 -5.321837 -1.786797 0.0 -0.6 0.4
```
Forces are in eV/Å.

Multiplicity = 1
Highest occupied orbital energy = -3.83 eV
Total charge = -1
ΔE to the lowest compared entry with this formula, charge and spin = 69.32 kcal per mole

Here are the Löwdin charges for atoms 1 to 4, given in e:
1 Ca 0.799
2 C -0.100
3 C -0.068
4 C -0.098



Record 4
Entry from OMol25: the ion C6H9O6S with charge -1 at a distorted geometry (ωB97M-V/def2-TZVPD).

```
22
Properties=species:S:1:pos:R:3:forces:R:3
C 2.715596 1.073022 0.751570 6.9 1.3 -1.9
C 1.461541 0.791404 1.071557 -8.1 -2.8 1.7
C -1.493013 -0.819815 -0.141394 -2.2 -1.8 -0.7
C -2.868180 -0.419946 0.407277 0.0 -3.0 1.3
C 1.310103 -1.624558 0.257953 -2.3 1.3 0.9
C 0.713800 -0.177767 0.177124 0.8 -0.7 0.4
O -1.630087 0.639186 -1.529688 0.5 1.4 -0.7
O -1.276714 -1.782042 -0.888984 -0.1 1.3 1.8
O -0.025268 1.713310 -2.974023 0.3 0.4 1.8
O -0.284609 2.385694 -0.503202 0.7 -0.8 -1.7
O -0.619024 -0.163283 0.624539 1.2 0.0 0.4
O 0.756607 0.184782 -1.238711 -0.2 1.2 1.2
S -0.357092 1.390026 -1.587742 -1.0 -0.3 -0.9
H 3.356319 1.651212 1.368091 0.8 0.0 0.4
H 2.847234 1.015250 -0.296203 0.9 0.8 -1.2
H 0.931241 1.316923 1.837228 -0.7 0.5 -0.2
H -3.065536 0.639885 0.387835 0.1 0.0 0.4
H -2.975708 -0.998370 1.424833 0.4 1.7 -1.3
H -3.583534 -1.003858 -0.148786 -0.4 0.3 -0.7
H 0.546072 -2.186953 0.796346 0.0 -0.2 -0.2
H 1.416650 -2.020408 -0.710676 0.6 -0.6 -1.0
H 2.123601 -1.603696 0.915057 1.9 -0.1 0.4
```
Forces are in eV/Å.

Multiplicity = 3
Highest occupied orbital energy (spin up / spin down) = -2.78 / -5.78 eV
Total charge = -1
<S²> = 2.005
ΔE to the lowest compared entry with this formula, charge and spin = 26.05 kcal per mole

Here are the Löwdin charges for atoms 1 to 4, given in e:
1 C 0.018
2 C -0.103
3 C -0.617
4 C 0.003



Record 5
Entry from OMol25: a structure of composition C5H6FKO4 at a distorted geometry (ωB97M-V/def2-TZVPD).

```
17
Properties=species:S:1:pos:R:3:forces:R:3
O -2.240254 2.283260 -0.583086 0.5 -0.1 -0.3
C -1.712659 2.293634 -1.686661 -1.2 -0.2 0.8
H -2.303621 2.683096 -2.537543 0.2 0.1 0.1
H -0.186494 0.674117 -1.521717 -0.6 2.3 -0.8
C -0.372753 1.750433 -1.986292 0.9 -2.2 0.1
H -0.274625 1.654399 -3.079947 0.2 0.1 0.5
H 0.406866 2.419068 -1.598219 -0.1 -0.1 -0.1
C 0.010276 -1.268818 1.132861 0.7 -0.5 0.5
C 1.370275 -1.028298 0.535741 -0.5 -0.1 -0.4
O 2.093037 -2.172319 0.999189 0.8 0.5 -0.9
C 1.315804 -2.986389 1.699611 0.8 -0.1 2.3
O 0.020808 -2.519632 1.654003 -1.2 0.4 -0.4
O 1.671521 -3.817035 2.469326 -0.4 0.0 -1.3
F -0.288964 -0.361499 2.105440 -0.7 0.4 0.0
H 1.782590 -0.088307 0.925778 0.1 -0.4 -0.1
H 1.327352 -1.014438 -0.559275 0.3 -0.1 0.2
K -2.619160 1.498723 2.030792 0.1 0.0 -0.2
```
Forces are in eV/Å.

Multiplicity = 2
Highest occupied orbital energy (spin up / spin down) = -13.00 / -14.30 eV
Total charge = +1
<S²> = 0.752
ΔE to the lowest compared entry with this formula, charge and spin = 24.28 kcal per mole

Here are the Löwdin charges for atoms 1 to 4, given in e:
1 O -0.086
2 C -0.281
3 H 0.136
4 H 0.116